1.
A structure of composition C3H3N3O4S2 at a distorted geometry. Source: OMol25; level of theory: ωB97M-V/def2-TZVPD.

Properties
E_LUMO: 6.2 eV
strongest force on any atom: 5.8 eV Å⁻¹
orbital gap: 6.31 eV

```
! wB97M-V def2-TZVPD RIJCOSX def2/J DEFGRID3
* xyz -2 1
C 2.0970 -0.5390 0.7656
C 2.7523 0.3904 -0.0476
C 0.8210 -0.6104 0.1815
N 2.1221 0.8860 -1.0357
N 0.9212 0.2068 -0.9692
N -0.2596 -1.3557 0.5399
O -2.6148 -0.3920 0.6502
O -2.3450 1.4066 -1.0320
O -2.1080 -2.5081 -0.5027
O -3.6464 1.8891 0.9725
S -1.6172 -1.1043 -0.3637
S -2.3879 1.3494 0.3912
H 2.4355 -1.0840 1.7026
H 3.7751 0.9670 0.1674
H 0.0548 0.4982 -1.4199
*
```

---

2.
An isolated molecule of C3H3N3OS at a distorted geometry. Source: OMol25; level of theory: ωB97M-V/def2-TZVPD.

Properties
E_LUMO: 0.2 eV
strongest force on any atom: 7.1 eV Å⁻¹
orbital gap: 9.88 eV
structure (SMILES): c1nncscno1

```
! wB97M-V def2-TZVPD RIJCOSX def2/J DEFGRID3
* xyz 0 1
C 0.1250 -1.5948 0.3433
C -1.2244 0.3755 -0.3673
C 1.4500 1.1056 -0.1493
H 0.3196 -2.6925 0.2543
H -2.3227 0.0871 -0.6239
H 2.4061 1.2061 0.3352
N -0.8118 -1.2090 1.0339
N -0.6421 1.3706 -0.9189
N 0.5428 1.8374 -0.3709
O -1.1787 0.1548 0.9969
S 1.3364 -0.6407 -0.5334
*
```

---

3.
A cluster of 2 separate species, C3H3N3S in total at a distorted geometry. Source: OMol25; level of theory: ωB97M-V/def2-TZVPD.

Properties
E_LUMO: -0.9 eV
strongest force on any atom: 4.7 eV Å⁻¹
orbital gap: 7.87 eV
structure (SMILES): N=C=C=N.N=C=S

```
! wB97M-V def2-TZVPD RIJCOSX def2/J DEFGRID3
* xyz 0 1
C 1.1069 -0.7704 -0.1774
C 1.2982 -0.2491 0.9645
C -1.7862 0.9519 -0.2566
N 1.5804 -0.8835 -1.3139
N 1.2614 0.1560 2.1270
N -1.5231 0.4063 -1.2706
S -2.4680 1.9461 0.7143
H 0.9402 -1.2526 -1.9529
H 0.5086 0.0420 2.7907
H -0.9184 -0.3466 -1.6250
*
```

---

4.
An isolated molecule of C3H3N3S at a distorted geometry. Source: OMol25; level of theory: ωB97M-V/def2-TZVPD.

Properties
E_LUMO: 0.0 eV
strongest force on any atom: 2.2 eV Å⁻¹
orbital gap: 9.83 eV
structure (SMILES): Sc1cnnnc1

```
! wB97M-V def2-TZVPD RIJCOSX def2/J DEFGRID3
* xyz 0 1
C -0.3401 -0.1559 0.4047
C 1.0228 -0.0840 0.3291
C -0.9889 0.2456 -0.7862
H -0.3538 -0.8583 2.6033
H 1.6668 -0.4106 1.1098
H -2.0453 0.3245 -0.9168
N 1.6598 0.3226 -0.7758
N 1.0520 0.6716 -1.8302
N -0.3159 0.6264 -1.8749
S -1.3573 -0.6819 1.7370
*
```

---

5.
The ion C3H3N4 with charge +1 at a distorted geometry. Source: OMol25; level of theory: ωB97M-V/def2-TZVPD.

Properties
E_LUMO (alpha / beta): -7.2 / -7.2 eV
strongest force on any atom: 3.6 eV Å⁻¹
orbital gap (alpha / beta): 7.51 / 7.51 eV
structure (SMILES): N#C/C=C(\N)[N+]#N

```
! wB97M-V def2-TZVPD RIJCOSX def2/J DEFGRID3
* xyz 1 1
C 1.9284 -0.4935 0.0903
C -0.4646 -0.1866 0.1060
C 0.6468 -0.9817 -0.0229
N 3.0036 -0.0684 0.1855
N -1.8842 -0.4792 0.1070
N -2.9719 -0.3790 0.1652
N -0.2435 1.1660 0.1278
H 0.5190 -1.9250 -0.3984
H 0.5025 1.5692 -0.5654
H -1.0362 1.7781 0.2049
*
```

---

6.
The ion C3H3N4 with charge +1 at a distorted geometry. Source: OMol25; level of theory: ωB97M-V/def2-TZVPD.

Properties
E_LUMO: -6.9 eV
strongest force on any atom: 5.6 eV Å⁻¹
orbital gap: 8.41 eV

```
! wB97M-V def2-TZVPD RIJCOSX def2/J DEFGRID3
* xyz 1 1
C -0.0161 1.1662 0.7221
C 1.2639 0.7849 0.0004
C -0.7774 -0.5479 -0.5090
N -0.8471 -2.8659 0.1611
N -0.9833 0.4328 0.4238
N 1.2275 -0.1983 -0.7315
N -0.8538 -1.8059 -0.1461
H -0.0989 1.9704 1.4326
H 2.1316 1.4026 0.1912
H -1.0464 -0.3390 -1.5446
*
```

---

7.
The ion C3H3N4O3 with charge -1 at a distorted geometry. Source: OMol25; level of theory: ωB97M-V/def2-TZVPD.

Properties
E_LUMO: 3.7 eV
strongest force on any atom: 5.2 eV Å⁻¹
orbital gap: 7.75 eV
structure (SMILES): N=C=NN(NC=O)C(=O)[O-]

```
! wB97M-V def2-TZVPD RIJCOSX def2/J DEFGRID3
* xyz -1 1
C 1.4155 -1.1174 -0.1311
C -1.0163 -0.0631 -1.5711
C -0.2499 1.5849 1.6662
N 1.8500 -2.2461 -0.0978
N 0.9921 -0.1893 0.5331
N -1.0909 0.5207 -0.3425
N 0.0271 0.7914 0.3532
O 0.7515 1.7974 2.3267
O 0.0267 -0.4025 -2.1126
O -1.4294 1.8244 1.8020
H -2.0008 -0.3778 -2.0083
H 2.6620 -2.7389 -0.6150
H -1.9376 0.6163 0.1972
*
```

---

8.
An isolated molecule of C3H3N5 at a distorted geometry. Source: OMol25; level of theory: ωB97M-V/def2-TZVPD.

Properties
E_LUMO: -1.6 eV
strongest force on any atom: 11.3 eV Å⁻¹
orbital gap: 8.10 eV
structure (SMILES): [H]/N=c1/ccnnnn1

```
! wB97M-V def2-TZVPD RIJCOSX def2/J DEFGRID3
* xyz 0 1
C -0.6151 0.8347 0.0556
C -0.1894 0.4478 1.3681
C 0.4211 -0.8328 1.3121
H -1.8127 1.6475 -1.1353
H 0.2116 1.0262 2.3296
H 0.4818 -1.0886 2.3710
N -1.7211 1.5688 -0.1352
N 0.4392 -1.6700 0.2941
N 0.6448 -1.3519 -0.9298
N 0.8519 -0.0724 -1.2103
N 0.2738 0.9137 -0.8733
*
```

---

Calculated M, 209.2 129.1 113.1 113.1 95.1 95.1 143.1 109.1 u (same order as the records).
Calculated electronic energy, -37488.77993 -20506.99455 -18461.07816 -18462.83291 -9108.90700 -9108.15074 -15261.58327 -10602.87412 eV (same order as the records).
Calculated relative energy (zero: lowest compared OMol25 entry of this formula, charge and spin), 0.0 147.2 92.4 51.9 38.0 55.4 18.6 138.2 kcal/mol (same order as the records).